Density functional theory data (ωB97M-V/def2-TZVPD) for a 9-piece molecular cluster, C36H45F12N5O8 overall at a distorted geometry.

```
106
C36H45F12N5O8 ωB97M-V/def2-TZVPD
N -2.0317 1.6655 -2.8390
C -2.6455 2.8892 -2.8700
C -2.0962 3.6410 -3.8945
C -1.2208 2.7399 -4.6177
C -1.2089 1.5678 -3.9476
H -2.0864 1.1073 -2.0018
H -3.2838 3.1533 -2.1108
H -2.3063 4.6440 -4.1952
H -0.5867 2.9457 -5.4772
H -0.6088 0.6324 -4.1325
N 2.7543 0.9750 4.2671
C 3.3999 0.8064 3.0391
C 2.4424 0.4528 2.1429
C 1.2131 0.2729 2.8455
C 1.4365 0.5872 4.1158
H 3.1963 1.1892 5.1583
H 4.4346 1.0197 2.8911
H 2.5399 0.3210 1.0837
H 0.2880 -0.1841 2.3973
H 0.7155 0.7006 4.9426
N -5.9767 2.9139 2.3748
C -5.6671 1.9160 1.4934
C -4.9146 2.4309 0.4884
C -4.6356 3.7992 0.7991
C -5.3903 4.0673 1.9047
H -6.5511 2.9553 3.2000
H -6.0521 0.9595 1.6527
H -4.6074 1.8726 -0.3834
H -4.1671 4.5153 0.1222
H -5.6068 4.9768 2.4141
N 1.2057 3.2231 -2.4585
C 0.9106 4.0181 -1.3690
C 1.8686 3.6801 -0.3883
C 2.6635 2.6249 -0.9325
C 2.2606 2.3752 -2.2195
H 0.6277 3.0743 -3.2503
H 0.1173 4.7836 -1.3846
H 1.9921 4.2548 0.5065
H 3.5095 2.2140 -0.4035
H 2.6123 1.6988 -2.9824
N -0.5119 1.1116 -0.2066
C -1.6696 0.9993 0.5288
C -2.1430 -0.2667 0.5284
C -1.2420 -1.0212 -0.2742
C -0.2447 -0.1265 -0.6785
H 0.1185 1.9402 -0.2273
H -1.9787 1.9264 1.0219
H -2.9930 -0.6020 1.0320
H -1.3901 -2.0397 -0.5797
H 0.5869 -0.2991 -1.3947
C 2.5005 -3.4907 2.3908
C 1.1514 -3.1063 1.8057
O 0.1626 -3.0634 2.8923
C -0.5964 -4.1457 3.0621
O -0.7452 -5.1222 2.4247
C -1.5168 -3.8119 4.3092
F -2.2756 -4.8499 4.7010
F -0.9812 -3.3379 5.4005
F -2.4587 -2.8697 4.0226
H 2.4710 -4.5096 2.8214
H 2.6505 -2.7965 3.2135
H 3.3096 -3.4874 1.6477
H 0.6971 -3.8563 1.1316
H 1.0952 -2.1444 1.2936
C 2.9165 -1.5527 -1.7382
C 4.1347 -2.3244 -2.0761
O 3.7893 -3.0398 -3.3040
C 4.8894 -3.7531 -3.7492
O 5.9025 -3.8718 -3.2119
C 4.6147 -4.3989 -5.1366
F 4.7846 -3.5113 -6.1186
F 5.4081 -5.3964 -5.3243
F 3.3578 -4.8916 -5.2076
H 2.0758 -2.2088 -1.4826
H 2.5731 -0.8746 -2.5087
H 3.0773 -0.9533 -0.8118
H 4.5482 -2.9658 -1.2615
H 5.0273 -1.7224 -2.2163
C -0.4854 -2.6775 -4.1765
C 0.6951 -2.8170 -5.0316
O 0.7473 -1.7341 -6.0009
C 1.3901 -0.6474 -5.7180
O 1.9805 -0.4720 -4.6554
C 1.4954 0.2104 -6.9880
F 0.3152 0.7634 -7.2636
F 2.2974 1.2639 -6.8340
F 1.8626 -0.5701 -7.9658
H -1.3270 -2.3365 -4.7789
H -0.3857 -1.9927 -3.3264
H -0.8555 -3.6343 -3.8124
H 0.6814 -3.7142 -5.6317
H 1.6134 -2.8440 -4.3817
C -3.0114 1.5464 4.0739
C -2.0627 2.3106 4.9722
O -1.5060 1.3671 5.8901
C -2.0361 1.2231 7.1006
O -3.0643 1.6735 7.4988
C -1.2376 0.3055 7.9863
F -1.1485 0.8072 9.2008
F -1.9344 -0.8763 8.1381
F -0.0140 -0.0657 7.5482
H -3.4622 2.2797 3.3831
H -3.6540 1.0482 4.7329
H -2.6026 0.7274 3.5039
H -2.6525 3.0740 5.5078
H -1.2788 2.7356 4.3275
```

SMILES: CCOC(=O)C(F)(F)F.CCOC(=O)C(F)(F)F.CCOC(=O)C(F)(F)F.CCOC(=O)C(F)(F)F.c1cc[nH]c1.c1cc[nH]c1.c1cc[nH]c1.c1cc[nH]c1.c1cc[nH]c1
Energy, eV: -94501.174
Energy relative to the best compared isomer or geometry (same formula, charge and spin), kcal/mol: 0.0
LUMO level, eV: 0.44
Net charge: 0

Density functional theory data (ωB97M-V/def2-TZVPD) for a 12-piece molecular cluster, C36H45F9O36 overall at a distorted geometry.

```
126
C36H45F9O36 ωB97M-V/def2-TZVPD
C 6.6225 -1.9352 -0.2075
C 6.7244 -0.4838 0.2289
O 5.3615 -0.1348 0.3794
C 4.5722 -1.0101 -0.3290
O 3.4034 -0.9152 -0.4634
O 5.3030 -2.0646 -0.7171
F 7.3145 0.3115 -0.6931
H 6.7625 -2.6999 0.5591
H 7.4164 -2.1895 -0.9129
H 7.0793 -0.3231 1.2501
C 1.4570 -5.6145 4.3223
C 0.9551 -6.6561 3.3735
O 0.9906 -6.0063 2.1135
C 1.8136 -4.9027 2.2144
O 1.9862 -4.1559 1.3079
O 2.2267 -4.7698 3.4655
F -0.3065 -7.0546 3.6772
H 2.1888 -5.9812 5.0419
H 0.7004 -5.0955 4.9115
H 1.5852 -7.5423 3.3120
C -6.1442 4.4513 -6.2013
C -5.7500 3.2463 -7.0384
O -5.3003 2.3568 -6.0437
C -4.8743 3.0630 -4.9730
O -4.3205 2.5922 -4.0412
O -5.2348 4.3609 -5.1164
F -4.7760 3.5862 -7.9403
H -7.1593 4.2105 -5.8651
H -6.1049 5.4072 -6.7087
H -6.5348 2.7626 -7.6211
C -5.8186 -0.0210 -2.2080
C -4.8858 0.9772 -1.4616
O -4.7185 0.3313 -0.2435
C -5.9130 -0.3014 0.0418
O -6.2615 -0.5897 1.1312
O -6.5105 -0.5870 -1.1203
F -5.4545 2.2101 -1.3261
H -5.2379 -0.7531 -2.7665
H -6.4573 0.5689 -2.8624
H -4.0441 1.1071 -2.1307
C -2.5924 6.0843 -0.8883
C -3.7594 6.6521 -1.6959
O -3.6955 5.7940 -2.8077
C -2.4179 5.3676 -3.0082
O -1.8924 4.8863 -3.9477
O -1.7069 5.7204 -1.8996
F -3.5416 7.9188 -2.1391
H -2.8774 5.2559 -0.2288
H -2.1756 6.7595 -0.1379
H -4.7059 6.5400 -1.1696
C 1.3270 4.2874 -1.9535
C 2.7772 4.0830 -1.5814
O 2.8477 4.8755 -0.3765
C 1.6407 4.7274 0.2462
O 1.3622 5.0222 1.3634
O 0.7774 4.2392 -0.6462
F 3.6132 4.5375 -2.5415
H 0.8496 3.5708 -2.6137
H 1.2108 5.2815 -2.3925
H 3.0583 3.0723 -1.2695
C 0.9772 -0.6380 -3.8405
C 2.1171 -1.5147 -3.3144
O 3.2372 -1.1528 -4.0663
C 2.8017 -0.5102 -5.1976
O 3.4816 -0.3353 -6.1536
O 1.5257 -0.1350 -5.0669
F 1.8164 -2.8333 -3.6497
H 0.9286 0.1922 -3.1276
H -0.0111 -1.0691 -3.9393
H 2.2712 -1.4820 -2.2373
C -2.5808 -4.5615 2.5668
C -1.4923 -3.4682 2.4023
O -1.1333 -3.3223 3.7733
C -2.1547 -3.6550 4.5463
O -2.2924 -3.4174 5.7108
O -3.1465 -4.1923 3.8198
F -1.9418 -2.2425 2.0261
H -2.0729 -5.5259 2.6122
H -3.2362 -4.5889 1.7000
H -0.6729 -3.7481 1.7455
C 0.4827 -1.2243 5.2917
C 0.5193 -0.4055 6.6112
O 1.8211 -0.6897 7.0752
C 2.2309 -1.8477 6.5802
O 3.2732 -2.3570 6.8360
O 1.3131 -2.3208 5.6784
F -0.3769 -0.9991 7.4470
H 0.9062 -0.7090 4.4292
H -0.5629 -1.4617 5.1401
H 0.3547 0.6650 6.5320
C 0.2119 -5.9332 -1.2273
O -0.9991 -5.2684 -0.8160
C -1.0980 -3.9899 -1.1898
O -0.2604 -3.3542 -1.7735
O -2.2609 -3.5266 -0.7646
C -2.6249 -2.1800 -0.9810
H 0.4687 -5.9059 -2.2820
H 0.0050 -6.9301 -0.8436
H 1.0593 -5.5421 -0.6627
H -2.1039 -1.7589 -1.8457
H -2.3758 -1.5481 -0.1342
H -3.6855 -2.1451 -1.2204
C -1.6419 2.1380 -1.9138
O -1.4947 1.2544 -0.8125
C -0.2893 0.7142 -0.6335
O 0.6907 0.8744 -1.3091
O -0.4635 -0.1090 0.3983
C 0.6824 -0.7626 0.9514
H -1.2448 1.6721 -2.8168
H -1.1153 3.0828 -1.7926
H -2.6758 2.4029 -2.1009
H 1.5112 -0.0679 1.0804
H 1.0997 -1.5645 0.3442
H 0.3899 -1.1103 1.9377
C 6.3801 2.5522 4.3099
O 5.3544 2.1743 3.4173
C 4.4762 1.2843 3.8431
O 4.5580 0.6120 4.8261
O 3.4163 1.2180 3.0394
C 3.2111 2.0218 1.9113
H 7.0391 1.7298 4.6034
H 6.0116 2.9675 5.2460
H 7.0655 3.2387 3.8183
H 4.0582 2.0227 1.2172
H 3.2139 3.0797 2.2023
H 2.2920 1.7758 1.3917
```

SMILES: O=C1OC[C@@H](F)O1.O=C1OC[C@@H](F)O1.O=C1OC[C@@H](F)O1.O=C1OC[C@@H](F)O1.O=C1OC[C@@H](F)O1.O=C1OC[C@@H](F)O1.O=C1OC[C@@H](F)O1.O=C1OC[C@@H](F)O1.O=C1OC[C@@H](F)O1.COC(=O)OC.COC(=O)OC.COC(=O)OC
Energy, eV: -136229.736
Energy relative to the best compared isomer or geometry (same formula, charge and spin), kcal/mol: 0.0
LUMO level, eV: 0.18
Net charge: 0

Density functional theory data (ωB97M-V/def2-TZVPD) for C36H45N3O2P2RhS2Se2 as an isolated structure at a distorted geometry.

```
93
C36H45N3O2P2RhS2Se2 ωB97M-V/def2-TZVPD
Rh 1.2921 -0.0424 -0.2292
O 2.7880 1.5576 0.2146
C 4.2011 1.3441 0.2668
C 4.5402 0.0840 1.0654
C 5.9737 0.3345 1.5975
O 6.5988 -0.8088 2.1143
C 3.5779 -0.0260 2.2565
Se 1.9124 -0.9902 1.9208
C 4.5494 -1.2224 0.2433
Se 3.1409 -1.3891 -1.1043
H 2.6187 2.2699 -0.4139
H 4.6179 2.2142 0.7898
H 4.6078 1.2987 -0.7485
H 5.9524 1.1433 2.3394
H 6.6072 0.6629 0.7686
H 6.1547 -1.0826 2.9239
H 3.3507 0.9607 2.6644
H 4.0340 -0.6253 3.0507
H 4.5050 -2.0779 0.9186
H 5.4741 -1.2980 -0.3317
C -0.6273 -0.9735 5.7438
S -1.0894 -1.6998 4.1608
C -2.4658 -0.6079 3.7102
C -3.0980 -1.0937 2.4047
C -2.8798 -0.2046 1.1767
N -1.5001 -0.0799 0.6901
P -0.6688 -1.1958 -0.2909
C -1.3795 -1.2367 -1.9586
C -0.6512 -1.9304 -2.9200
C -1.1676 -2.0917 -4.1920
C -2.3979 -1.5399 -4.5224
C -3.1158 -0.8296 -3.5763
C -2.6123 -0.6824 -2.2937
C -1.1294 -2.8334 0.3429
C -2.3747 -3.3466 -0.0362
C -2.8113 -4.5618 0.4566
C -1.9964 -5.2939 1.3063
C -0.7464 -4.8112 1.6525
C -0.3090 -3.5878 1.1700
P -0.6129 1.3545 0.3669
C -0.3410 2.3592 1.8481
C -0.3156 3.7475 1.7260
C 0.0985 4.5362 2.7854
C 0.4958 3.9472 3.9746
C 0.4906 2.5671 4.0969
C 0.0884 1.7686 3.0366
C -1.7990 2.3470 -0.6004
C -2.8490 2.9943 0.0589
C -3.8424 3.6341 -0.6611
C -3.7917 3.6512 -2.0475
C -2.7461 3.0263 -2.7061
C -1.7568 2.3768 -1.9882
H 0.0440 -1.6682 6.2400
H -1.5051 -0.8344 6.3693
H -0.1192 -0.0239 5.6158
H -2.1095 0.4188 3.6150
H -3.1989 -0.6305 4.5180
H -4.1832 -1.1385 2.5325
H -2.7838 -2.1132 2.1939
H -3.2384 0.8037 1.3952
H -3.5152 -0.5854 0.3711
H 0.3088 -2.3618 -2.6613
H -0.6202 -2.6648 -4.9254
H -2.7999 -1.6703 -5.5165
H -4.0740 -0.3984 -3.8296
H -3.1780 -0.1198 -1.5648
H -3.0125 -2.7907 -0.7133
H -3.7806 -4.9423 0.1702
H -2.3326 -6.2470 1.6850
H -0.1017 -5.3893 2.2965
H 0.6735 -3.2340 1.4432
H -0.6176 4.2205 0.8007
H 0.1132 5.6113 2.6790
H 0.8116 4.5643 4.8056
H 0.8124 2.1101 5.0225
H 0.1201 0.6937 3.1235
H -2.8821 3.0203 1.1405
H -4.6506 4.1254 -0.1397
H -4.5625 4.1576 -2.6092
H -2.7033 3.0408 -3.7854
H -0.9423 1.8838 -2.5049
S 1.5475 1.4987 -2.4971
C 1.4459 0.6138 -3.9324
N 0.7204 0.9751 -4.9924
C 0.8830 0.0622 -6.1096
C 1.9774 -0.9003 -5.5883
N 2.1093 -0.5062 -4.1980
H 0.1820 1.8227 -5.0047
H 1.1976 0.5963 -7.0074
H -0.0560 -0.4568 -6.3152
H 2.9264 -0.7597 -6.1144
H 1.6856 -1.9465 -5.6733
H 2.8136 -0.8537 -3.5560
```

Energy, eV: -220574.338
Energy relative to the best compared isomer or geometry (same formula, charge and spin), kcal/mol: 22.0
LUMO level, eV: -2.86
Net charge: +1

Density functional theory data (ωB97M-V/def2-TZVPD) for a 10-piece molecular cluster, C36H46F9NO28 overall at a distorted geometry.

```
120
C36H46F9NO28 ωB97M-V/def2-TZVPD
C -0.4826 -0.7697 -1.6288
C -1.5043 0.1595 -0.7849
C -2.9889 -0.3324 -0.9678
C -3.2511 -1.6585 -0.1929
C -2.8752 -1.4048 1.2943
C -1.4669 -0.8598 1.5953
N -1.1245 0.2588 0.6321
O 0.2455 0.7017 0.8603
C -1.5063 -0.3183 3.0967
C -0.5005 -2.0519 1.5136
C -1.4364 1.5424 -1.4616
H 0.3683 -1.0651 -1.0149
H -0.0490 -0.1572 -2.4193
H -0.8945 -1.6152 -2.1798
H -3.6341 0.4727 -0.6164
H -3.2193 -0.5442 -2.0119
H -2.6198 -2.3731 -0.7210
H -4.3277 -1.7248 -0.3497
H -3.0869 -2.3790 1.7349
H -3.5315 -0.6313 1.6932
H -1.7887 -1.2167 3.6457
H -0.6178 0.2015 3.4552
H -2.3088 0.4090 3.2194
H 0.4948 -1.7933 1.8749
H -0.7859 -2.9223 2.1044
H -0.5068 -2.4415 0.4957
H -2.0338 2.3987 -1.1486
H -1.5182 1.4903 -2.5472
H -0.3856 1.8106 -1.3524
H 0.0807 1.5500 1.2786
C 3.9577 1.0108 -3.8530
C 2.5969 1.3166 -4.5939
O 2.9268 2.5563 -5.1023
C 3.7627 3.2026 -4.2797
O 4.0101 4.3868 -4.2651
O 4.2263 2.2324 -3.3745
F 1.5259 1.3406 -3.7581
H 4.7994 0.5957 -4.4073
H 3.8302 0.2755 -3.0586
H 2.5667 0.5265 -5.3442
C 3.6859 0.1788 0.6300
C 3.2001 -1.0588 -0.1372
O 4.1531 -2.0332 0.2354
C 5.2653 -1.4606 0.6058
O 6.3167 -1.9637 0.8282
O 5.0736 -0.0822 0.6143
F 3.2039 -0.9016 -1.4441
H 3.1694 0.2154 1.5892
H 3.3782 1.0626 0.0712
H 2.1659 -1.2968 0.1118
C 1.9279 -5.0635 -0.0398
C 0.9666 -5.4129 -1.0411
O 1.4468 -4.6015 -2.1533
C 2.6635 -4.1166 -1.8961
O 3.2515 -3.3024 -2.7000
O 2.9269 -4.3717 -0.6832
F -0.1778 -4.9788 -0.5690
H 2.4371 -5.9391 0.3629
H 1.4561 -4.5529 0.7996
H 0.8902 -6.4972 -1.1220
C -3.7548 -5.7161 0.7904
C -3.5496 -7.1591 1.1478
O -2.9482 -7.1469 2.3229
C -2.1831 -5.9803 2.3625
O -1.3311 -5.7074 3.1955
O -2.6155 -5.1615 1.4394
F -2.8877 -7.8198 0.2430
H -4.6680 -5.2767 1.1919
H -3.6221 -5.4870 -0.2669
H -4.4996 -7.6514 1.3559
C -3.7075 4.4060 2.7616
C -3.2154 3.4878 1.7654
O -2.4591 4.3966 0.8928
C -2.9543 5.6609 1.0493
O -2.5360 6.5634 0.3834
O -4.0577 5.5492 1.9394
F -4.0675 2.6883 1.2136
H -3.0227 4.5853 3.5903
H -4.5418 4.1731 3.4233
H -2.5048 2.7948 2.2159
C -3.9226 0.7323 -4.8911
C -4.0768 0.9488 -6.4085
O -3.0940 -0.1341 -6.7854
C -2.1943 -0.3010 -5.7460
O -1.1952 -1.0109 -5.7774
O -2.6159 0.2715 -4.6189
F -3.6609 2.1322 -6.6295
H -4.5978 -0.0183 -4.4802
H -4.0142 1.6153 -4.2586
H -5.1518 0.9438 -6.5886
C 3.6246 -2.5947 4.0577
C 2.1501 -2.9091 3.9838
O 1.6320 -1.6608 4.5212
C 2.4864 -0.6662 4.0417
O 2.1211 0.5010 3.8036
O 3.6700 -1.2790 3.5973
F 1.8032 -4.0086 4.6780
H 4.1380 -3.2367 3.3419
H 4.0677 -2.6503 5.0521
H 1.8217 -3.1630 2.9760
C 1.9407 4.0252 4.3514
C 0.7375 3.2280 4.7018
O 0.3418 2.7639 3.4364
C 0.7472 3.7063 2.5569
O 0.3670 3.6931 1.3614
O 1.6616 4.5669 3.0657
F -0.3335 3.8982 5.1804
H 2.7087 3.2982 4.0874
H 2.1748 4.7467 5.1342
H 0.9317 2.3399 5.3032
C 1.2911 6.0557 -2.0753
C 0.8831 4.7420 -1.7380
O 2.0760 4.1547 -1.3415
C 3.0207 5.1431 -1.1622
O 4.1228 4.8985 -0.6527
O 2.7594 6.0534 -1.9576
F 0.2850 4.1630 -2.8022
H 0.8823 6.8370 -1.4345
H 1.0118 6.2085 -3.1178
H 0.1783 4.7629 -0.9069
```

SMILES: CC1(C)CCCC(C)(C)N1O.O=C1OC[C@@H](F)O1.O=C1OC[C@@H](F)O1.O=C1OC[C@@H](F)O1.O=C1OC[C@@H](F)O1.O=C1OC[C@@H](F)O1.O=C1OC[C@@H](F)O1.O=C1OC[C@@H](F)O1.O=C1OC[C@@H](F)O1.O=C1OC[C@@H](F)O1
Energy, eV: -121348.950
LUMO level, eV: 0.17
Net charge: 0

Question: What is the LUMO level in the second record?
Answer: 0.18 eV

Question: Which of these has the highest energy?
Answer: C36H45F12N5O8

Question: The highest energy belongs to which entry?
Answer: C36H45F12N5O8